Density functional theory data (ωB97M-V/def2-TZVPD) for C52H45Cl2N6O6Ti as an isolated structure.

Structure (XYZ):
```
112
Properties=species:S:1:pos:R:3
Ti -1.139 0.067 -0.175
C 2.546 8.518 -3.530
O 1.809 7.445 -4.073
C 1.391 6.450 -3.262
C 1.628 6.371 -1.892
C 1.209 5.268 -1.170
C 0.531 4.219 -1.785
C 0.275 4.313 -3.159
C 0.689 5.407 -3.880
C 0.209 2.966 -1.096
C 0.762 1.792 -1.643
C 1.913 1.789 -2.494
C 2.446 0.540 -2.437
C 1.586 -0.236 -1.605
N 0.548 0.532 -1.156
C 1.738 -1.606 -1.363
C 0.683 -2.350 -0.840
C 0.554 -3.769 -0.845
C -0.712 -4.052 -0.431
C -1.318 -2.806 -0.070
C -2.423 -2.718 0.815
C -3.453 -3.735 0.696
C -4.269 -4.207 1.736
C -5.150 -5.242 1.542
C -5.280 -5.855 0.289
O -6.137 -6.886 0.212
C -6.270 -7.576 -1.011
C -4.536 -5.347 -0.778
C -3.660 -4.304 -0.573
C -2.216 -1.784 1.865
N -1.420 -0.683 1.713
C -1.122 -0.219 2.969
C -0.576 1.044 3.223
C 0.019 1.461 4.493
C 1.237 2.145 4.408
C 1.927 2.558 5.527
C 1.414 2.290 6.795
O 1.988 2.646 7.961
C 3.059 3.565 7.958
C 0.196 1.608 6.895
C -0.492 1.217 5.770
C -0.542 1.990 2.176
C -0.605 3.407 2.354
C -0.536 3.967 1.114
C -0.342 2.894 0.190
N -0.467 1.692 0.855
C -1.676 -1.109 3.938
C -2.420 -2.021 3.259
N -0.457 -1.785 -0.332
C 3.038 -2.225 -1.638
C 3.242 -3.324 -2.470
C 4.492 -3.894 -2.579
C 5.573 -3.391 -1.845
O 6.749 -4.043 -1.959
C 7.829 -3.615 -1.155
C 5.380 -2.259 -1.054
C 4.131 -1.684 -0.967
H 2.861 9.120 -4.379
H 3.430 8.164 -2.996
H 1.934 9.127 -2.860
H 2.164 7.154 -1.382
H 1.465 5.196 -0.123
H -0.266 3.513 -3.647
H 0.505 5.474 -4.940
H 2.302 2.640 -3.015
H 3.335 0.174 -2.909
H 1.318 -4.458 -1.144
H -1.155 -5.019 -0.292
H -4.200 -3.785 2.722
H -5.760 -5.608 2.352
H -6.956 -8.395 -0.810
H -5.307 -7.973 -1.343
H -6.694 -6.937 -1.791
H -4.643 -5.744 -1.775
H -3.126 -3.907 -1.424
H 1.653 2.335 3.430
H 2.858 3.085 5.397
H 3.254 3.784 9.007
H 2.782 4.488 7.439
H 3.962 3.144 7.502
H -0.195 1.430 7.884
H -1.468 0.779 5.893
H -0.728 3.901 3.296
H -0.601 5.005 0.853
H -1.536 -1.048 4.998
H -2.971 -2.828 3.695
H 2.421 -3.712 -3.055
H 4.660 -4.741 -3.225
H 8.623 -4.340 -1.325
H 7.552 -3.612 -0.096
H 8.179 -2.621 -1.453
H 6.192 -1.819 -0.499
H 3.987 -0.813 -0.344
N -2.212 -0.756 -2.162
C -1.934 -1.741 -3.213
C -0.683 -1.277 -3.974
N -0.779 0.160 -4.200
H -3.185 -0.850 -1.859
H -2.108 0.145 -2.654
H -2.782 -1.800 -3.912
H -1.769 -2.734 -2.786
H -0.577 -1.859 -4.901
H 0.195 -1.461 -3.355
H -1.378 0.374 -4.990
H 0.131 0.561 -4.378
Cl -3.591 4.076 -0.772
C -4.181 2.518 -0.206
Cl -5.554 1.949 -1.188
C -3.107 1.458 -0.409
O -2.173 1.668 -1.199
O -3.203 0.373 0.201
H -4.520 2.605 0.829
```

Summary:
* total energy: -124037.3386 eV
* frontier orbital gap: 5.37 eV
* HOMO level: -0.33342 hartree
* ΔE to the lowest compared entry with this formula, charge and spin: 2.039 eV
* charge: +1

Mulliken atomic charge list, values in e, 2 entries:
1 Ti -0.72
2 C -0.85